# C19H33CeIN2Si2

C19H33CeIN2Si2 as an isolated structure at a distorted geometry (ωB97M-V with the def2-TZVPD basis set, OMol25).

Element x y z (Å)
C 2.35650 0.67713 2.64926
C 2.06278 -0.77390 2.75400
H 3.34510 0.71714 2.15514
H 2.22201 0.99998 3.65320
H 1.79799 1.51620 2.01935
H 1.93501 -1.39230 1.86837
H 3.04610 -1.14312 3.20631
H 1.25518 -1.02621 3.42147
C 1.70965 2.59397 -1.82275
C 1.93315 3.38899 -2.95882
C 1.85675 2.79515 -4.20768
C 1.57068 1.42025 -4.28862
H 1.81994 3.07018 -0.82502
H 2.16761 4.45502 -2.87310
H 2.02641 3.38969 -5.12805
H 1.49643 0.92908 -5.23956
N 1.36503 1.26267 -1.91911
C 1.34964 0.61577 -3.14008
C 1.20193 -0.89981 -3.15045
N 1.16839 -1.55770 -1.93897
C 1.32569 -2.91901 -1.81015
C 1.24763 -3.13593 -4.18565
C 1.34501 -3.74309 -2.94375
H 1.44058 -3.36733 -0.80985
H 1.42914 -4.82648 -2.85558
C 1.19408 -1.73776 -4.28816
H 1.10626 -1.23986 -5.24269
H 1.24880 -3.76056 -5.10435
Ce 1.12521 -0.16821 -0.06834
I 4.07422 -0.59434 -0.49838
C -3.61354 -1.57794 0.92827
Si -1.80023 -1.42226 1.37455
C -1.70039 -1.46398 3.28592
C -0.92410 -2.96546 0.74109
C -1.10096 0.14922 0.63892
Si -1.57840 1.64946 1.38104
C -0.91380 1.96768 3.13357
C -0.96927 3.09954 0.28873
C -3.45364 1.87519 1.52916
H -4.00403 -2.54422 1.28210
H -3.73289 -1.54481 -0.16911
H -4.24242 -0.77628 1.34467
H -2.13306 -2.41689 3.62930
H -0.67336 -1.43453 3.67315
H -2.26013 -0.67195 3.80832
H -0.79967 -2.98549 -0.35539
H 0.06466 -3.17263 1.18463
H -1.56022 -3.83048 0.99123
H -1.29935 0.27690 -0.46937
H 0.17284 2.14244 3.15851
H -1.40590 2.87500 3.53819
H -1.12339 1.14879 3.84112
H -1.17799 2.89688 -0.78044
H -1.54383 3.99865 0.57954
H 0.10478 3.35365 0.35776
H -3.95835 1.68897 0.56578
H -3.93791 1.22210 2.26800
H -3.65837 2.91687 1.82278

Its frontier orbital gap (alpha / beta) is 6.877 / 6.870 eV. Its charge is +2. For the HOMO energy (alpha / beta), the calculation gives -15.0 / -15.0 eV.

***

# C19H33ClGeO3SbSe4V

C19H33ClGeO3SbSe4V as an isolated structure at a distorted geometry (ωB97M-V with the def2-TZVPD basis set, OMol25).

Element x y z (Å)
V 0.30524 -0.08648 0.12222
C -2.26679 3.39818 0.72558
C -0.86672 2.82123 0.80417
C -0.33048 2.86903 2.22893
C 0.06766 3.51761 -0.17595
O -0.93579 1.43769 0.36961
Ge -2.19030 0.03327 1.00096
O -0.56347 -0.82232 1.61748
C -0.23236 -1.39509 2.92586
C 0.54865 -0.36749 3.72970
C -1.53417 -1.77085 3.61692
C 0.60776 -2.62852 2.64646
O -1.50209 -0.78640 -0.57339
C -2.20838 -1.62654 -1.52995
C -1.71068 -3.04922 -1.32939
C -1.87207 -1.10610 -2.90963
C -3.70130 -1.52532 -1.25991
H -2.24500 4.44892 1.01636
H -2.65498 3.33279 -0.29096
H -2.95083 2.88583 1.40555
H -0.23475 3.90100 2.56736
H -1.01765 2.35040 2.89972
H 0.65012 2.39580 2.29393
H 0.11984 4.58582 0.03986
H 1.07781 3.10935 -0.09620
H -0.29801 3.38755 -1.19581
H -0.06529 0.49300 3.99120
H 0.90018 -0.82904 4.65384
H 1.42165 -0.02103 3.17305
H -2.15842 -0.89291 3.79611
H -2.09809 -2.49348 3.02327
H -1.31983 -2.22385 4.58392
H 1.55382 -2.34871 2.17699
H 0.83143 -3.14429 3.57962
H 0.07577 -3.31716 1.98802
H -0.62980 -3.10119 -1.47857
H -1.94038 -3.40232 -0.32303
H -2.18361 -3.72182 -2.04579
H -0.80070 -1.17708 -3.07814
H -2.37738 -1.69939 -3.67268
H -2.17572 -0.06409 -3.01758
H -3.95866 -1.89628 -0.26540
H -4.05076 -0.49549 -1.35751
H -4.24238 -2.13058 -1.98756
Cl -1.79210 0.45995 -7.36957
C -0.65271 0.46324 -6.08178
C -0.48263 1.62426 -5.32675
C 0.42097 1.62256 -4.29166
C 1.16447 0.46037 -3.98008
C 2.08432 0.45098 -2.92583
C 0.97568 -0.69371 -4.77673
C 0.08244 -0.69249 -5.82051
H -1.05426 2.50883 -5.56853
H 0.57160 2.52005 -3.70464
H 2.70086 -0.41328 -2.71515
H 2.37057 1.36957 -2.43136
H 1.55571 -1.58273 -4.56214
H -0.05858 -1.56903 -6.43661
Se 5.73480 -2.04456 1.34446
Sb 5.86768 -0.71993 -0.74660
Se 5.23287 -1.97740 -2.58921
Se 6.73050 1.39475 -0.38656
Se 2.52490 0.11550 0.12836

Its frontier orbital gap (alpha / beta) is 5.071 / 6.001 eV. Its charge is +1. The multiplicity is 4. The energy above the lowest of the compared OMol25 structures with the same formula, charge and spin comes out at 147.0 kJ/mol. For the HOMO energy (alpha / beta), the calculation gives -10.3 / -11.0 eV.

***

# C19H33F2NO14S3

A 6-piece molecular cluster, C19H33F2NO14S3 overall at a distorted geometry (ωB97M-V with the def2-TZVPD basis set, OMol25).

Element x y z (Å)
C 1.68234 -4.83966 2.35329
N 3.00630 -4.79025 1.67240
O 3.67308 -3.78705 1.79127
O 3.35150 -5.76177 1.04243
H 1.66665 -5.60281 3.12146
H 1.01491 -5.10203 1.53604
H 1.58177 -3.80873 2.66308
C -1.82855 0.81741 5.00802
C -1.82968 2.27696 5.50109
C -0.62972 2.95063 4.79320
S 0.63142 1.63850 4.69447
O 1.65514 1.88503 5.69064
O 0.95980 1.37511 3.29941
C -0.44544 0.29607 5.33148
H -1.94863 0.69809 3.92548
H -2.66119 0.28161 5.46363
H -1.56790 2.28786 6.55907
H -2.76028 2.78127 5.26071
H -0.22625 3.84811 5.24638
H -0.87521 3.08830 3.73848
H -0.31694 0.31829 6.41472
H -0.25046 -0.70028 4.94443
C -3.53356 2.71898 -1.77705
C -3.64798 1.19607 -1.98854
C -2.22284 0.63757 -1.89058
S -1.15956 1.91111 -2.70148
O -0.88460 1.60211 -4.08629
O -0.16047 2.37634 -1.76537
C -2.52532 3.14405 -2.78778
H -3.22371 2.91976 -0.74810
H -4.51654 3.17794 -1.88699
H -4.04329 0.95968 -2.97916
H -4.35623 0.79741 -1.26271
H -2.02224 -0.37767 -2.22998
H -1.98579 0.61168 -0.82746
H -2.92380 3.08777 -3.80156
H -2.15158 4.16442 -2.69253
C 0.36209 -1.46077 -4.95568
C 1.32335 -2.64534 -4.93236
C 0.66292 -3.81946 -4.17543
S -1.07341 -3.32338 -3.82492
O -1.16712 -2.88365 -2.45471
O -1.95324 -4.37306 -4.28786
C -1.06219 -1.97924 -4.99527
H 0.53330 -0.73147 -5.74481
H 0.49899 -0.92078 -4.01247
H 2.27117 -2.37388 -4.47715
H 1.47706 -2.99779 -5.95472
H 1.08836 -4.02537 -3.19433
H 0.62755 -4.74650 -4.73998
H -1.85925 -1.26471 -4.81187
H -1.16242 -2.49384 -5.95510
C 2.89406 2.22519 0.90362
C 1.97913 3.44938 0.67466
O 2.74912 4.37273 -0.06139
C 4.04512 3.92391 -0.07776
O 4.98061 4.53870 -0.48571
O 4.09381 2.63521 0.23189
F 1.59199 3.94150 1.90000
H 2.50281 1.32511 0.43211
H 3.07241 2.00898 1.95272
H 1.09398 3.23782 0.07335
C -0.08645 -0.38385 0.86101
C 0.69168 -1.55629 1.46960
O 1.75429 -1.69983 0.54353
C 1.29765 -1.24149 -0.65890
O 1.87931 -1.36183 -1.68534
O 0.09610 -0.69126 -0.49810
F -0.13566 -2.64781 1.42739
H 0.48705 0.49745 1.16345
H -1.09680 -0.31114 1.24940
H 1.01746 -1.30112 2.47551

Its frontier orbital gap is 10.015 eV. Its charge is 0. The energy above the lowest of the compared OMol25 structures with the same formula, charge and spin comes out at 40.7 kJ/mol. For the HOMO energy, the calculation gives -10.2 eV.

***

# C19H33N2O3

An isolated ion of composition C19H33N2O3 and charge +1 (ωB97M-V with the def2-TZVPD basis set, OMol25).

Element x y z (Å)
C 1.29092 3.66929 -0.60002
C 1.92201 2.40549 -0.09181
C 1.22721 1.66045 0.85860
C 1.75925 0.49297 1.38583
C 3.00706 0.06168 0.94539
C 3.69082 0.79686 0.00260
C 3.17017 1.96920 -0.53786
C 3.98060 2.74021 -1.55362
H 3.38203 3.56825 -1.93854
C 4.37010 1.86019 -2.74395
H 3.48750 1.40419 -3.18871
H 5.05189 1.06894 -2.44540
H 4.86480 2.46260 -3.50176
C 5.22563 3.33127 -0.88689
H 5.78691 3.92614 -1.60313
H 4.94391 3.96967 -0.05242
H 5.87406 2.54452 -0.51046
H 4.66086 0.44973 -0.31528
H 3.42299 -0.83918 1.36648
O 1.16192 -0.32136 2.32704
C -0.11505 -0.02914 2.83366
C -1.21793 -0.68162 1.98080
O -1.27724 -0.09526 0.68151
H -0.37309 -0.02729 0.33542
C -0.96696 -2.20817 1.90653
N -1.80566 -2.97937 1.02993
C -3.21175 -3.06857 1.28043
C -4.02565 -1.96558 0.54380
N -3.22231 -1.43607 -0.57930
H -2.43258 -0.86692 -0.15448
C -3.99536 -0.54587 -1.47056
H -4.45413 -1.14737 -2.25809
H -4.78140 -0.05656 -0.89340
C -3.10766 0.53433 -2.08930
H -2.66632 1.14942 -1.29176
O -2.09202 -0.08272 -2.84836
H -1.66694 0.56673 -3.41712
H -3.73904 1.17486 -2.71521
C -2.56051 -2.55210 -1.28706
C -1.46552 -3.12884 -0.36751
H -1.34193 -4.19437 -0.60181
H -0.51157 -2.63757 -0.56267
H -2.12509 -2.17450 -2.21128
H -3.31476 -3.30407 -1.52684
H -4.26818 -1.13736 1.21137
H -4.95557 -2.38154 0.15137
H -3.55214 -4.05201 0.94030
H -3.39458 -3.00835 2.35271
H 0.07112 -2.36997 1.60816
H -1.07964 -2.60356 2.91970
H -2.19023 -0.47001 2.43771
H -0.28773 1.04809 2.92019
H -0.14495 -0.46460 3.83581
H 0.27176 2.04050 1.19227
H 0.32915 3.83944 -0.12165
H 1.92805 4.52597 -0.38904
H 1.13532 3.62348 -1.67733

Its frontier orbital gap is 8.546 eV. Its charge is +1. The energy above the lowest of the compared OMol25 structures with the same formula, charge and spin comes out at 251.0 kJ/mol. For the HOMO energy, the calculation gives -10.7 eV.

***

# C19H33N3O22S5

C19H33N3O22S5 as an isolated structure at a distorted geometry (ωB97M-V with the def2-TZVPD basis set, OMol25).

Element x y z (Å)
C -1.96210 8.68204 -3.34489
N -2.15725 9.86013 -2.44801
O -3.29915 10.16667 -2.14564
O -1.21271 10.36868 -1.99910
H -0.92157 8.37665 -3.45503
H -2.49207 8.92208 -4.26664
H -2.42960 8.00186 -2.63293
C -2.16818 -9.42126 -4.72698
C -3.34145 -10.37851 -4.58226
O -3.65206 -10.84712 -5.88956
S -2.55735 -10.28103 -6.96502
O -3.24038 -9.86316 -8.19351
O -1.34259 -11.07254 -6.86520
O -2.12700 -8.94462 -5.98707
H -1.15366 -9.79851 -4.59850
H -2.30955 -8.52797 -4.11858
H -4.27451 -10.07875 -4.10514
H -2.92054 -11.23721 -4.05923
C 5.78940 -0.17615 7.79515
C 4.30555 0.40457 8.03206
O 3.58225 -0.62561 8.45933
S 4.39575 -1.87693 9.05167
O 3.90244 -3.07204 8.38150
O 4.31415 -1.79196 10.51145
O 5.88985 -1.49660 8.37607
H 6.58261 0.24297 8.41422
H 6.06286 -0.27990 6.74513
H 3.97705 0.96840 7.15896
H 4.24364 1.11434 8.85699
C -0.03860 8.99764 10.77517
C -1.45568 9.38315 10.27566
O -1.69941 8.72185 9.02835
S -0.62528 7.49619 8.75414
O 0.32810 7.72812 7.68003
O -1.20557 6.17287 8.64572
O 0.21003 7.69774 10.25723
H 0.02004 8.85072 11.85363
H 0.82736 9.65420 10.69074
H -1.57642 10.45954 10.15357
H -2.19060 8.92305 10.93619
C 9.77972 -1.34312 -1.33497
C 9.73726 -0.56006 -0.01611
O 8.34269 -0.27555 0.27015
S 7.45655 -1.64838 -0.08739
O 6.21462 -1.45754 -0.85709
O 7.34265 -2.53329 1.05038
O 8.66763 -2.24533 -1.17842
H 10.68144 -1.95424 -1.37399
H 9.75472 -0.68142 -2.20079
H 10.16192 0.44219 -0.07319
H 10.31574 -1.06900 0.75489
C -9.23966 -5.73367 -7.47680
C -8.21938 -4.62340 -7.61440
O -8.20249 -3.84885 -6.46715
S -9.03634 -4.59481 -5.27269
O -10.36874 -4.02114 -5.08020
O -8.21491 -4.83261 -4.08472
O -9.10985 -6.01254 -6.13324
H -9.06983 -6.54600 -8.18349
H -10.26087 -5.38777 -7.63670
H -8.34301 -3.90601 -8.42569
H -7.21476 -5.04623 -7.61970
N -1.06059 -1.11373 2.04512
C -1.48830 0.17365 1.59610
C -2.44447 0.07936 0.56949
C -2.32184 -1.31838 0.17551
C -1.32351 -1.93536 0.96772
H -0.37407 -1.30494 2.76083
H -1.24150 1.07060 2.14469
H -2.96762 0.92331 0.14468
H -2.80767 -1.80053 -0.65988
H -0.74027 -2.84029 0.88220
N 0.24758 3.15032 -4.94800
C 0.67240 3.80139 -6.11301
C 2.09863 3.83928 -6.08185
C 2.42192 3.49733 -4.75527
C 1.33010 3.02674 -4.07586
H -0.69016 2.79306 -4.83350
H -0.03065 4.03301 -6.89943
H 2.76864 4.23354 -6.83155
H 3.44151 3.55912 -4.40457
H 1.25692 2.58769 -3.09185

Its frontier orbital gap is 8.233 eV. Its charge is 0. The energy above the lowest of the compared OMol25 structures with the same formula, charge and spin comes out at 612.3 kJ/mol. For the HOMO energy, the calculation gives -7.9 eV.

***

# C19H33N4RhSSi2

C19H33N4RhSSi2 as an isolated structure (ωB97M-V with the def2-TZVPD basis set, OMol25).

Element x y z (Å)
Rh -0.32614 -0.38519 0.09204
C -3.48599 2.82122 2.65776
N -2.35624 3.25030 1.82492
C -2.15599 4.53335 1.35762
C -1.03053 4.52115 0.62896
N -0.53530 3.21859 0.65094
C -1.37493 2.44854 1.39379
S -1.30163 0.79550 1.84681
C 0.68413 2.84569 -0.00414
C 1.61479 3.83297 -0.28782
C 2.75624 3.48982 -0.98537
C 2.94365 2.17016 -1.36827
C 1.98203 1.25323 -1.01058
N 0.86247 1.57664 -0.33805
H -4.07214 3.70020 2.90693
H -3.12141 2.35809 3.57078
H -4.10290 2.11201 2.11077
H -2.83618 5.33861 1.57492
H -0.57448 5.32054 0.07702
H 1.47397 4.84868 0.04758
H 3.49262 4.24677 -1.21947
H 3.81884 1.85518 -1.91843
H 2.10157 0.20786 -1.26514
C 3.78917 -2.20127 3.54481
C 2.76754 -2.92161 2.65230
C 1.94646 -1.98890 1.88111
N 1.30497 -1.25807 1.27413
H 4.38236 -2.94827 4.06644
H 3.29131 -1.57809 4.28503
H 4.45981 -1.58098 2.95316
H 2.08949 -3.53647 3.24615
H 3.26287 -3.58158 1.93825
C -2.96099 1.10194 -1.65543
Si -2.53672 -0.70989 -1.72800
C -3.25601 -1.41807 -3.30134
C -3.23742 -1.68415 -0.29390
C -0.64627 -0.95054 -2.00341
Si 0.19522 -2.66005 -2.03612
C 2.04700 -2.41872 -2.01698
C -0.36694 -3.69483 -0.58152
C -0.26024 -3.51594 -3.62497
H -4.04997 1.20594 -1.63236
H -2.59829 1.61312 -2.55124
H -2.55883 1.61707 -0.78139
H -4.32537 -1.18123 -3.28420
H -3.14166 -2.50079 -3.35276
H -2.81363 -0.96981 -4.19200
H -4.25075 -1.31891 -0.10040
H -2.69730 -1.61776 0.65320
H -3.31257 -2.74199 -0.55436
H -0.30635 -0.26093 -2.77858
H 2.41773 -1.98857 -1.08375
H 2.36528 -1.78249 -2.84809
H 2.53131 -3.39038 -2.14821
H -0.52476 -3.14470 0.34930
H 0.38543 -4.46258 -0.37944
H -1.30044 -4.21201 -0.81400
H -0.08085 -2.88169 -4.49525
H -1.30093 -3.84180 -3.63916
H 0.37702 -4.40122 -3.70871

Its frontier orbital gap (alpha / beta) is 8.540 / 6.445 eV. Its charge is +2. The multiplicity is 5. The energy above the lowest of the compared OMol25 structures with the same formula, charge and spin comes out at 0.0 kJ/mol. For the HOMO energy (alpha / beta), the calculation gives -14.2 / -14.9 eV.

***

# C19H33N6O3

A 2-piece molecular cluster, C19H33N6O3 overall at a distorted geometry (ωB97M-V with the def2-TZVPD basis set, OMol25).

Element x y z (Å)
O 1.10577 -3.58216 -4.36310
O -1.11185 1.00226 -5.10965
O -0.30530 4.17978 4.13582
C 1.86435 -2.78005 -4.89263
C -0.14667 0.35031 -5.47865
C 0.73206 -2.13001 1.58487
C -2.73469 0.69869 1.44998
C -2.56605 2.06970 1.25770
C -2.39296 0.12283 2.67594
C -2.05450 2.85983 2.29021
C -1.87679 0.90549 3.72049
C -1.69730 2.29365 3.52642
N 0.62576 -1.00842 2.24101
N 0.41139 0.69190 -6.64893
N 0.68133 -2.18107 0.26681
N -0.26301 3.22183 6.97109
N 1.60638 -1.47008 -4.98053
N 0.88937 -3.22334 2.27672
C 3.17798 -3.25229 -5.47323
C 1.48592 0.08163 -7.43569
C -1.52631 0.23077 5.02854
C -1.21224 3.19445 4.64953
C 0.52450 -1.03901 -0.65292
C -1.38547 1.22084 6.18744
C 0.62779 -1.50811 -2.10662
C -0.51027 2.40072 5.77266
C 0.43763 -0.34956 -3.09710
C 0.34795 -0.80868 -4.57323
H -0.07733 4.81862 4.83134
H -3.15373 0.08946 0.65364
H -2.84793 2.52813 0.31340
H -2.55332 -0.94125 2.82131
H -1.94201 3.93000 2.13590
H 0.42114 -0.16155 1.73546
H 0.65638 -0.98446 3.24210
H -0.04721 1.48743 -7.06908
H 0.75995 -3.08864 -0.16305
H 0.42175 3.95729 6.80078
H -1.12876 3.59814 7.36061
H 2.30827 -0.89967 -5.42512
H 0.93777 -3.18261 3.27791
H 0.97153 -4.10876 1.80847
H 4.00399 -2.76183 -4.96239
H 3.21027 -3.02445 -6.53702
H 3.25812 -4.33064 -5.33821
H 1.51050 0.53556 -8.42860
H 1.30841 -0.98842 -7.56090
H 2.45291 0.25502 -6.96146
H -2.30004 -0.50117 5.28394
H -0.58389 -0.30949 4.90768
H -2.08893 3.69681 5.07306
H -0.45252 -0.57484 -0.49740
H 1.30374 -0.29702 -0.46423
H -2.37436 1.58296 6.48708
H -0.94407 0.71111 7.04959
H 1.61014 -1.95722 -2.25396
H -0.14103 -2.26122 -2.28822
H 0.44625 2.02090 5.39437
H -0.48888 0.16083 -2.82834
H 1.25905 0.36046 -2.98676
H -0.45093 -1.55140 -4.63483

Its frontier orbital gap is 8.740 eV. Its charge is +1. For the HOMO energy, the calculation gives -11.3 eV.